13
Properties=species:S:1:pos:R:3 method="wB97M-V/def2-TZVPD" max_force_ev_per_a=0.4 homo_energy_ev=-9.0 molar_mass_g_mol=94.11 lumo_ev=0.97 e_tot_ha=-307.3660 gap_ev=9.95 e_above_lowest_ev=2.651
C -0.79850 -0.57499 -2.90112
C -0.51380 -0.35568 -1.75189
C -0.13974 -0.09110 -0.40202
C -0.50644 -0.75530 0.69203
C 0.11630 -0.12293 1.89721
O 0.99107 0.87040 1.38636
C 0.81613 1.01460 -0.01204
H -1.04398 -0.78469 -3.91745
H -1.15916 -1.61785 0.73208
H -0.64964 0.33361 2.54378
H 0.68321 -0.83798 2.50761
H 1.78061 0.90521 -0.52783
H 0.42392 2.01671 -0.24672


15
Properties=species:S:1:pos:R:3 method="wB97M-V/def2-TZVPD" charge=+1 max_force_ev_per_a=4.2 homo_energy_ev="-14.8 / -14.8" molar_mass_g_mol=98.12 lumo_ev="-7.32 / -7.34" e_tot_ha=-324.8432 gap_ev="7.45 / 7.41" e_above_lowest_ev=5.326
C -0.38923 1.49098 0.22564
C -1.54018 0.79385 -0.58562
C 0.40694 0.61209 1.04963
C 1.19592 -1.26372 -0.73303
C 0.36920 -0.83018 0.54416
N -1.74107 -0.39438 -0.33489
O -1.05415 -1.17754 0.37776
H 0.01771 2.05539 -0.65899
H -0.85630 2.38439 0.91793
H -2.19311 1.28267 -1.21016
H 0.83002 -0.64088 -1.62772
H 1.09666 -2.41110 -0.86013
H 2.31491 -1.26033 -0.48603
H 0.85723 -1.52846 1.31752
H 0.68545 0.88721 2.06395


11
Properties=species:S:1:pos:R:3 method="wB97M-V/def2-TZVPD" max_force_ev_per_a=1.8 homo_energy_ev=-9.1 molar_mass_g_mol=90.15 lumo_ev=1.05 e_tot_ha=-591.2739 gap_ev=10.13 e_above_lowest_ev=1.609
C 0.92038 0.71050 -0.15765
C -0.24814 0.07185 0.49564
C -1.53721 -0.11513 -0.19145
H 1.56180 -1.55431 0.13537
H 1.20714 1.58715 0.40577
H 0.68488 1.03392 -1.21953
H -0.18029 -0.14750 1.53250
H -2.39857 -0.35157 0.40678
H -1.73983 0.38053 -1.13526
O -0.60448 -1.15246 -0.20044
S 2.33432 -0.46298 -0.07171


19
Properties=species:S:1:pos:R:3 method="wB97M-V/def2-TZVPD" charge=+1 max_force_ev_per_a=2.5 homo_energy_ev=-13.7 molar_mass_g_mol=102.16 lumo_ev=-3.99 e_tot_ha=-323.6185 gap_ev=9.76 e_above_lowest_ev=1.627
C 0.57176 -0.12586 1.96492
C -0.73763 -0.63032 1.38292
C -1.05308 -0.01174 0.03381
N -0.97774 0.71926 -2.81300
C 0.11809 0.64834 -2.02352
N 0.13943 0.05266 -0.88134
N 1.73561 -0.45322 1.13327
H 0.73596 -0.71397 2.88542
H 0.54007 0.92393 2.24978
H -1.64322 -0.46919 1.96127
H -0.64130 -1.71994 1.26390
H -1.49888 0.96341 0.20784
H -1.77024 -0.59006 -0.55075
H -0.96029 1.55076 -3.40312
H -1.30110 -0.04716 -3.38257
H 0.99261 1.22520 -2.32585
H 2.51292 0.17199 1.35802
H 1.02366 -0.15899 -0.36451
H 2.21339 -1.33509 1.30352


15
Properties=species:S:1:pos:R:3 method="wB97M-V/def2-TZVPD" max_force_ev_per_a=1.9 homo_energy_ev=-10.0 molar_mass_g_mol=100.12 lumo_ev=0.77 e_tot_ha=-341.9157 gap_ev=10.74 e_above_lowest_ev=2.393
C 1.17570 0.90857 1.30367
N 0.27786 -0.14065 0.81823
C -0.00999 -0.07393 -0.60484
C -1.14772 -1.01677 -1.00204
O -0.76771 -2.36856 -0.94688
C -0.22183 1.37584 -0.90709
N 0.00665 2.47803 -0.61779
H 1.18781 0.85886 2.39494
H 2.17958 0.69457 0.91585
H 0.88214 1.96185 0.94380
H -0.59463 -0.13492 1.34146
H 0.88827 -0.37173 -1.16162
H -1.42946 -0.81475 -2.03790
H -2.02819 -0.81272 -0.36889
H -0.39849 -2.54369 -0.07091


80
Properties=species:S:1:pos:R:3 method="wB97M-V/def2-TZVPD" charge=+1 max_force_ev_per_a=1.0 homo_energy_ev=-10.1 molar_mass_g_mol=714.54 lumo_ev=-2.57 e_tot_ha=-4262.0427 gap_ev=7.57 e_above_lowest_ev=0.643
Zr -0.01061 -0.05988 -0.54143
O -1.11349 3.84825 -0.98735
C -0.58574 2.95604 -0.36306
N 0.48150 2.15023 -0.66878
C 1.06897 2.20698 -1.92688
O 0.70121 2.80116 -2.91091
C 2.31481 1.33672 -1.96363
C 3.31994 1.62644 -2.86590
C 4.47318 0.86002 -2.78596
C 4.54294 -0.16253 -1.84825
C 3.44980 -0.41897 -1.03519
N 2.34793 0.32754 -1.09093
C -1.17357 2.56700 0.98473
C -1.65224 3.51381 1.87430
C -2.22135 3.07153 3.05822
C -2.31028 1.70576 3.30149
C -1.81451 0.82920 2.35018
N -1.25797 1.25310 1.21773
H 3.18418 2.42825 -3.57693
H 5.31005 1.04888 -3.44580
H 5.42648 -0.77899 -1.75707
H 3.43515 -1.25605 -0.35108
H -1.58067 4.56362 1.62556
H -2.59757 3.78089 3.78411
H -2.75967 1.32214 4.20691
H -1.86582 -0.24594 2.48481
C -2.85038 -3.06202 -1.10845
N -1.52387 -3.28501 -1.65441
C -1.29822 -4.69711 -1.89664
C -0.40290 -2.55042 -1.04514
O -0.91702 -1.71990 0.03671
C 0.58921 -3.47292 -0.32692
O 1.57065 -2.66490 0.33216
C 1.51435 -2.60850 1.72193
C 1.34666 -1.17822 2.20914
O 1.05833 -0.25683 1.42575
N 1.52559 -0.94243 3.50587
C 1.42635 0.41407 4.03717
C 1.87393 -2.00556 4.44622
H -3.01502 -3.53599 -0.12877
H -3.57801 -3.48501 -1.80662
H -3.05630 -2.00062 -1.00232
H -2.08363 -5.06792 -2.55745
H -1.32579 -5.31459 -0.98424
H -0.35000 -4.86903 -2.40542
H 1.11701 -4.12542 -1.02142
H 0.05518 -4.08274 0.40558
H 2.44515 -3.00296 2.14455
H 0.70010 -3.21184 2.13556
H 1.18767 1.10229 3.23354
H 2.37667 0.69917 4.48965
H 0.64731 0.45838 4.79906
H 1.14315 -2.81386 4.42000
H 1.86747 -1.58454 5.44731
H 2.86881 -2.40758 4.25183
C -3.98965 1.52759 -0.47295
S -3.02210 1.41540 -1.97101
C -4.11462 0.34430 -2.87273
O -1.82006 0.53683 -1.63185
H -3.89056 0.59085 0.07437
H -5.02749 1.69907 -0.75686
H -3.62032 2.36677 0.10893
H -5.02408 0.92104 -3.04970
H -4.32327 -0.56966 -2.31850
H -3.63574 0.12327 -3.82051
C -1.86598 -1.61928 -4.56193
Ge -0.01742 -1.80772 -3.95202
C 1.06904 -0.42947 -4.82469
C 0.63026 -3.54727 -4.59614
C 0.35126 -1.62799 -2.04711
H -2.01381 -2.32526 -5.38218
H -2.04402 -0.61875 -4.95662
H -2.58587 -1.85807 -3.78126
H 0.99245 -0.55005 -5.90769
H 2.12248 -0.52810 -4.55412
H 0.74406 0.57921 -4.56446
H 0.84054 -3.49053 -5.66635
H -0.11204 -4.33280 -4.45002
H 1.55203 -3.84105 -4.08940
H 1.42053 -1.86578 -2.01820


65
Properties=species:S:1:pos:R:3 method="wB97M-V/def2-TZVPD" charge=+1 max_force_ev_per_a=1.3 homo_energy_ev="-10.7 / -10.6" molar_mass_g_mol=605.52 lumo_ev="-2.72 / -5.67" e_tot_ha=-3594.1702 gap_ev="7.94 / 4.97" multiplicity=5
Co 0.11389 0.16431 0.04915
C -1.38545 2.56187 2.36206
C -2.30871 1.79454 1.42794
N -1.79362 1.55234 0.05399
C -1.68181 2.86071 -0.63548
C -1.20376 2.79596 -2.07789
C -2.77515 0.70234 -0.65121
C -2.60870 -0.77483 -0.33664
N -1.24781 -1.14624 -0.67482
C -0.88958 -2.42543 -0.80695
C 0.44111 -2.68635 -1.25216
F 1.20201 -1.62603 -1.51132
C 0.95114 -3.94540 -1.39344
F 2.20381 -4.10698 -1.78712
C 0.15690 -5.05259 -1.12154
C -1.15182 -4.84571 -0.71034
F -1.92556 -5.88789 -0.44634
C -1.67548 -3.58302 -0.55562
F -2.92138 -3.46817 -0.11933
H -1.81601 2.55210 3.36359
H -1.27047 3.60346 2.06418
H -0.40335 2.09878 2.41221
H -3.25469 2.34465 1.34013
H -2.53303 0.82385 1.87534
H -0.97227 3.45725 -0.06435
H -2.65592 3.36528 -0.59231
H -0.31698 2.17230 -2.13659
H -0.94969 3.79963 -2.41571
H -1.95722 2.41331 -2.76465
H -2.61856 0.81399 -1.72128
H -3.79871 1.01956 -0.42361
H -3.33996 -1.33897 -0.91600
H -2.80434 -0.98653 0.72080
H 0.54669 -6.05632 -1.21911
O 2.52447 -1.00249 3.04762
S 1.22989 -0.75673 2.49778
O 0.66016 -1.70499 1.54014
N 1.16162 0.65206 1.64692
C 2.30510 1.41737 1.44524
C 3.16502 1.86163 2.42894
C 4.30075 2.61564 2.09417
C 4.59954 2.91608 0.79418
C 3.75946 2.46418 -0.24475
C 4.04336 2.64673 -1.61365
C 3.20506 2.11035 -2.55305
C 2.05884 1.42396 -2.13595
N 1.73720 1.25852 -0.86864
C 2.58959 1.73803 0.08460
C 0.03699 -0.62261 3.79933
C 0.39316 -0.07472 5.02054
C -0.55866 -0.00266 6.02594
C -1.84487 -0.47579 5.80382
C -2.18697 -1.03746 4.58081
C -1.23971 -1.12095 3.57286
H 2.96890 1.60388 3.45865
H 4.95631 2.95502 2.88534
H 5.48560 3.48553 0.54482
H 4.93095 3.19231 -1.90846
H 3.40545 2.21575 -3.60967
H 1.38536 1.00073 -2.87178
H 1.40361 0.27662 5.18601
H -0.29306 0.41336 6.98810
H -2.58216 -0.42372 6.59404
H -3.18527 -1.42233 4.41857
H -1.45944 -1.60102 2.62874


24
Properties=species:S:1:pos:R:3 method="wB97M-V/def2-TZVPD" max_force_ev_per_a=3.8 homo_energy_ev=-9.7 molar_mass_g_mol=206.63 lumo_ev=0.03 e_tot_ha=-1068.6210 gap_ev=9.78 e_above_lowest_ev=4.192
C 0.04557 -1.01587 0.51579
C -1.91158 -0.61091 -0.88281
C -1.08905 0.61859 -0.54066
C -1.38793 -1.56098 0.17412
C 1.65671 1.22571 1.47203
C 1.49501 2.01100 -1.00864
C 1.48704 0.88867 -0.00405
N 0.23352 0.18628 -0.11103
N -1.24744 -3.00884 -0.18667
O -1.27909 -3.82873 0.67817
O 0.82653 -1.65058 1.17108
O -0.94639 -3.16969 -1.34829
Cl -2.45338 -1.59562 1.67970
H -3.07252 -0.49069 -0.83271
H -1.57687 -1.30441 -1.73657
H -1.14506 1.32342 -1.29785
H -1.71494 0.97054 0.43341
H 0.97220 2.03898 1.85534
H 1.60169 0.37014 2.06258
H 2.56125 1.72266 1.61101
H 0.84663 2.76308 -0.69252
H 1.29775 1.62099 -1.94661
H 2.47590 2.39887 -1.03673
H 2.32446 0.09739 -0.02809


20
Properties=species:S:1:pos:R:3 method="wB97M-V/def2-TZVPD" max_force_ev_per_a=2.4 homo_energy_ev=-9.4 molar_mass_g_mol=133.15 lumo_ev=0.39 e_tot_ha=-477.5590 gap_ev=9.74 e_above_lowest_ev=1.809
C -1.16030 -0.98751 -0.32480
C 1.59946 -1.58053 -0.80592
N 1.88182 -1.96270 0.30602
O -1.30332 -0.42194 -1.59216
O 1.49925 -0.99743 -1.80874
H -0.42873 -0.22386 -1.95498
H 2.62544 -2.55261 0.61739
H 0.64375 -1.20918 1.60168
H -0.69081 -1.98072 -0.30632
H -2.17284 -1.23225 0.00096
C 0.27347 1.14769 0.48755
C -0.41118 2.27614 -0.27578
C -0.67291 0.01808 0.90239
O -0.16734 -0.76054 1.93654
H -1.59596 0.46242 1.28494
H 1.11951 0.76895 -0.08533
H 0.68958 1.54793 1.41838
H -1.19891 2.72444 0.32627
H 0.31251 3.05000 -0.52433
H -0.84248 1.91362 -1.20373


9
Properties=species:S:1:pos:R:3 method="wB97M-V/def2-TZVPD" max_force_ev_per_a=2.5 homo_energy_ev="-8.0 / -9.7" molar_mass_g_mol=55.08 lumo_ev="1.05 / -1.77" e_tot_ha=-171.7907 gap_ev="9.05 / 7.98" e_above_lowest_ev=2.776 multiplicity=3
C -0.68544 -0.06033 -0.09700
C 0.42154 -0.79742 0.03897
C 0.65782 0.70614 0.21416
N -1.91710 -0.01385 -0.27141
H 0.65818 -1.49975 0.84239
H 1.65948 -1.79551 -1.54929
H 0.84049 1.41599 -0.56634
H 0.60106 1.22226 1.22923
H -2.23604 0.82248 0.15928


129
Properties=species:S:1:pos:R:3 method="wB97M-V/def2-TZVPD" charge=-1 max_force_ev_per_a=6.2 homo_energy_ev=-5.3 molar_mass_g_mol=1363.00 lumo_ev=2.00 e_tot_ha=-10798.2107 gap_ev=7.31 e_above_lowest_ev=7.289
C 5.13762 1.50272 1.64769
C 5.03249 0.17770 0.75022
O 5.82847 -0.07859 -0.19369
O 3.99521 -0.73309 1.08648
C 2.70814 -0.26164 0.57547
C 1.52606 -1.20204 1.05576
C 0.10999 -1.03867 0.38529
C -0.79748 0.21958 0.62146
C -0.78137 1.01608 -0.81601
C 0.65137 1.43741 -1.32897
O 1.35476 2.33734 -0.83966
O 1.18850 0.76475 -2.51204
C 0.66084 1.50003 -3.63244
C -0.37045 0.88316 -4.69250
O 0.97732 2.70924 -3.79390
O -2.19010 -0.22609 0.61292
P -3.29531 0.53842 1.75355
C -4.43922 -0.89742 1.20308
Br -3.30348 -2.63781 1.04275
C -5.15533 -1.12644 -0.18753
C -6.42951 -0.23339 -0.63398
Br -3.98479 -1.58422 -1.80002
P -4.53569 1.24487 3.50631
O -4.58322 2.99196 3.49987
Cl -6.55458 0.67383 3.37719
C -3.89268 1.93411 0.56901
F -3.83527 1.48581 -0.81060
F -5.33329 1.93974 0.84274
C -3.58485 3.44730 0.54849
F -4.75952 4.24380 0.88946
F -3.50726 3.85661 -0.86079
C -2.41059 4.32338 1.11154
F -1.23189 4.37856 0.29772
F -2.15170 4.32630 2.48126
F -2.83848 5.70219 0.92345
S -2.55019 -0.65124 3.52012
C -2.20477 0.39055 5.02602
O -1.30200 -1.43281 3.25936
O -3.65915 -1.56056 4.08155
O -1.99832 1.53462 2.29885
C -0.65638 1.35438 1.73861
P 0.84631 1.47705 2.93078
O 0.82515 0.33340 4.17696
I 0.68294 3.62534 4.21051
H 6.25524 1.79338 1.76079
H 4.51376 2.33521 1.17238
H 4.65898 1.25415 2.66612
H 2.60906 0.84256 0.83788
H 2.78849 -0.31091 -0.57642
H 1.37949 -1.18037 2.20075
H 1.88433 -2.29219 0.84763
H -0.48887 -1.97464 0.70467
H 0.24260 -1.19283 -0.75469
H -1.25408 0.27830 -1.55867
H -1.39191 1.99403 -0.77046
H -1.19139 1.65751 -4.87296
H -0.86375 -0.07258 -4.30088
H 0.17760 0.74387 -5.68255
H -5.18374 -1.27120 2.00487
H -5.68356 -2.16138 -0.06419
H -6.15782 0.67816 -1.25400
H -6.98371 0.10577 0.31004
H -7.17073 -0.87426 -1.24319
H -5.48399 3.28248 3.20946
H -1.96139 1.47882 4.86885
H -3.03695 0.33576 5.82231
H -1.29926 -0.10414 5.54989
H -0.35256 2.26796 1.08207
H 1.66765 -0.16927 4.13022
C 1.74042 -5.83459 0.05558
C 2.22095 -5.36950 1.40310
O 2.80614 -4.30434 1.55358
N 1.98735 -6.17404 2.47612
C 1.31901 -7.45706 2.50237
H 1.99829 -5.09036 -0.69843
H 2.22417 -6.77692 -0.20968
H 0.65489 -5.95433 0.06581
H 2.33760 -5.79663 3.34506
H 0.45909 -7.38220 3.17168
H 2.01599 -8.19916 2.89888
H 0.98316 -7.76757 1.51563
C 5.02616 -9.06375 -1.00880
C 4.13759 -8.15983 -1.82076
O 2.91631 -8.20976 -1.74565
N 4.73019 -7.26661 -2.65748
C 6.14382 -7.05533 -2.88513
H 4.41002 -9.71784 -0.39156
H 5.63441 -9.68456 -1.66998
H 5.66543 -8.46996 -0.35205
H 4.07095 -6.69576 -3.16765
H 6.37989 -6.01866 -2.63615
H 6.34949 -7.22332 -3.94456
H 6.76218 -7.72047 -2.28693
C 0.11501 4.84403 -6.44691
C -0.91164 3.84725 -6.91108
O -1.41253 3.03042 -6.15034
N -1.28078 3.87139 -8.22163
C -0.80779 4.75209 -9.26765
H 0.30423 4.69957 -5.38282
H 1.05231 4.69650 -6.98763
H -0.25432 5.86080 -6.59826
H -1.97248 3.17389 -8.45713
H -1.66462 5.29565 -9.67202
H -0.36814 4.14040 -10.05865
H -0.06758 5.46180 -8.90598
C -8.97320 3.87877 0.65185
C -9.44629 3.05268 1.81794
O -9.44234 1.83096 1.79113
N -9.88783 3.70762 2.92797
C -9.96896 5.13500 3.15129
H -8.65333 3.21779 -0.15382
H -9.78701 4.50643 0.28188
H -8.12320 4.49656 0.94971
H -10.18788 3.08788 3.66698
H -9.35880 5.38117 4.02318
H -11.01007 5.39106 3.36102
H -9.62166 5.70716 2.29416
C 10.54831 0.76989 3.19889
C 9.29146 0.98581 2.39860
O 8.18387 0.99570 2.91805
N 9.41294 1.17358 1.05663
C 10.62193 1.19621 0.26258
H 10.28993 0.63547 4.24938
H 11.06423 -0.12800 2.85222
H 11.20235 1.64017 3.11233
H 8.52719 1.31075 0.58766
H 10.68686 2.16591 -0.23589
H 10.55041 0.41106 -0.49319
H 11.51417 1.03871 0.86432


11
Properties=species:S:1:pos:R:3 method="wB97M-V/def2-TZVPD" max_force_ev_per_a=4.3 homo_energy_ev=-9.1 molar_mass_g_mol=173.24 lumo_ev=-0.49 e_tot_ha=-1514.8759 gap_ev=8.63 e_above_lowest_ev=0.887
C 2.26142 -0.10081 0.20747
N -0.86914 0.87777 0.29868
O 1.68214 1.01686 0.75612
O 0.41930 3.07666 0.18088
O 0.83098 1.39450 -1.49801
S 3.86544 -0.21491 0.05229
S 1.24559 -1.35082 -0.33250
S 0.53064 1.74236 -0.16072
H -1.09355 1.55616 1.03408
H -1.48119 0.74054 -0.52244
H 2.33708 -2.36201 -0.36958